This record from the OMol25 dataset describes a molecular structure, C36H30BN2O8Zr. The level of theory is ωB97M-V/def2-TZVPD.

```
78
C36H30BN2O8Zr | the OMol25 dataset | ωB97M-V/def2-TZVPD
Zr 0.33384 1.45976 -1.37440
O -1.48274 0.75895 -1.28060
C -2.25148 -0.38805 -1.41476
C -1.46642 -1.41056 -2.26083
C -0.21542 -1.97632 -1.63655
C -0.04851 -3.35664 -1.61167
C 1.07415 -3.90066 -1.02464
C 1.99673 -3.04970 -0.44931
C 1.79023 -1.67972 -0.51314
C 2.78338 -0.75802 0.14329
C 2.16920 0.02474 1.32252
O 0.99231 0.68671 0.80122
C 3.16209 1.02855 1.90572
C 3.28312 1.20682 3.27925
C 4.18188 2.13077 3.79653
C 4.96438 2.89355 2.94529
C 4.83721 2.73267 1.57243
C 3.94524 1.80855 1.05437
C 1.63760 -0.95799 2.36312
C 2.51388 -1.89033 2.92029
C 2.07043 -2.81870 3.84526
C 0.73303 -2.83476 4.22644
C -0.14136 -1.91472 3.67456
C 0.30439 -0.97835 2.74601
N 0.71437 -1.14995 -1.12637
C -3.53793 -0.04880 -2.18295
C -4.58966 -0.95979 -2.25351
C -5.73433 -0.66801 -2.97750
C -5.84663 0.54710 -3.64226
C -4.80473 1.45820 -3.57396
C -3.65555 1.16241 -2.84993
C -2.62004 -0.87496 -0.01494
C -2.74946 -2.21836 0.30942
C -3.12147 -2.61099 1.59217
C -3.36585 -1.65771 2.56514
C -3.22592 -0.30866 2.25123
C -2.85529 0.07754 0.97498
H -1.18905 -0.88311 -3.17673
H -2.11862 -2.23698 -2.54780
H -0.81035 -3.98524 -2.05345
H 1.22043 -4.97323 -1.00069
H 2.87730 -3.42847 0.05096
H 3.17766 -0.05408 -0.58269
H 3.62134 -1.34792 0.51426
H 2.66965 0.63186 3.95895
H 4.26022 2.25513 4.86916
H 5.66087 3.61867 3.34674
H 5.42366 3.33790 0.89360
H 3.83551 1.72460 -0.01896
H 3.56217 -1.87447 2.64600
H 2.76887 -3.52937 4.26927
H 0.37947 -3.56186 4.94643
H -1.18727 -1.92070 3.95258
H -0.39335 -0.27659 2.30998
H -4.52043 -1.90240 -1.72207
H -6.54338 -1.38699 -3.01845
H -6.74092 0.77959 -4.20661
H -4.87999 2.40784 -4.08846
H -2.84304 1.87408 -2.80297
H -2.56263 -2.98096 -0.43465
H -3.21173 -3.66502 1.82448
H -3.65717 -1.95882 3.56404
H -3.40143 0.44536 3.00848
H -2.71959 1.12480 0.73654
O 3.88487 0.56073 -3.19340
C 2.75002 0.87765 -2.95594
O 2.33795 1.45316 -1.83825
C 1.55661 0.57712 -3.92811
O 1.74032 0.20113 -5.05567
O 0.39827 0.74803 -3.33714
B 0.39198 6.02113 -1.51900
C 0.19665 4.52802 -1.98279
N 0.06044 3.42496 -2.31924
H 0.76459 6.64129 -2.49472
H -0.68094 6.41120 -1.10951
H 1.23440 5.99984 -0.64655
O 1.10700 2.20889 0.65909
O -0.19496 2.54863 0.38135
```

Results
Frontier orbital gap, eV: 8.83
Relative energy (zero: lowest compared OMol25 entry of this formula, charge and spin), kJ/mol: 178.1
Total charge: -1
Energy, eV: -59140.305
HOMO energy, eV: -6.60